Record 1
Formula: C6H10OPS2
Source: the OMol25 dataset
Level of theory: wB97M-V/def2-TZVPD

XYZ file:
```
20
Properties=species:S:1:pos:R:3
C 2.22 0.85 -1.11
C 1.87 1.02 0.24
C 1.43 -0.12 -1.61
C 0.91 0.05 0.60
C 0.57 -0.76 -0.58
C -1.08 -2.67 2.34
O -0.43 -1.74 1.59
P 0.24 -0.40 2.10
S -1.08 2.86 -1.63
S -3.17 2.80 -1.45
H 2.72 1.70 -1.69
H 2.33 1.65 1.02
H 1.33 -0.47 -2.70
H -0.49 -0.73 -0.68
H 0.84 -1.90 -0.65
H -1.86 -2.32 3.08
H -0.31 -3.18 2.92
H -1.57 -3.43 1.72
H -1.04 3.86 -0.81
H -3.43 2.91 -2.70
```

Computed properties:
* charge: +1
* lowest unoccupied orbital energy: -6.1 eV
* HOMO level: -0.4331 Ha

Record 2
Formula: C42H63F3O12S6
Source: the OMol25 dataset
Level of theory: wB97M-V/def2-TZVPD

XYZ file:
```
126
Properties=species:S:1:pos:R:3
F -6.39 5.60 -0.36
C -5.42 4.76 -0.65
C -4.47 5.02 -1.64
C -3.28 4.28 -1.76
C -3.20 2.99 -1.14
C -4.27 2.57 -0.40
C -5.35 3.46 -0.05
H -4.29 6.00 -2.20
H -2.36 4.57 -2.41
H -2.24 2.24 -0.99
H -4.19 1.63 0.07
H -5.97 3.11 0.70
F 5.91 4.08 -0.35
C 6.10 3.41 0.82
C 6.92 3.89 1.78
C 7.14 2.99 2.91
C 6.39 1.83 3.10
C 5.49 1.41 2.14
C 5.29 2.21 1.02
H 7.58 4.80 1.76
H 7.91 3.22 3.63
H 6.49 1.29 4.13
H 4.95 0.26 2.21
H 4.55 1.96 0.05
F 1.16 2.08 -5.07
C 0.98 3.28 -4.57
C 0.62 3.44 -3.22
C 0.34 4.73 -2.61
C 0.29 5.82 -3.38
C 0.61 5.68 -4.69
C 0.99 4.37 -5.31
H 0.49 2.42 -2.66
H 0.26 4.79 -1.62
H 0.02 6.64 -2.98
H 0.66 6.67 -5.26
H 1.14 4.37 -6.56
C -3.15 -2.15 3.37
C -4.43 -2.55 4.00
C -5.20 -3.36 3.19
S -3.89 -4.30 2.44
O -4.09 -4.62 1.04
O -3.73 -5.36 3.29
C -2.48 -3.28 2.62
H -2.48 -1.58 4.00
H -3.51 -1.34 2.51
H -5.03 -1.73 4.07
H -4.25 -3.09 4.82
H -5.65 -2.71 2.68
H -5.83 -4.07 3.51
H -2.09 -2.74 1.56
H -1.78 -3.80 3.04
C -0.65 -0.73 -0.30
C 0.31 -0.94 -1.48
C 1.58 -0.93 -0.93
S 1.47 0.42 0.29
O 1.87 1.65 -0.32
O 2.22 0.12 1.48
C -0.20 0.32 0.59
H -0.81 -1.69 0.11
H -1.66 -0.57 -0.75
H 0.25 0.00 -2.22
H 0.01 -1.71 -2.00
H 2.47 -0.65 -1.36
H 1.63 -1.70 -0.19
H -0.63 1.33 0.41
H -0.47 0.01 1.59
C 0.14 -3.10 -5.20
C 1.14 -3.91 -5.89
C 0.57 -4.69 -6.77
S -1.05 -4.09 -7.15
O -2.05 -4.85 -6.56
O -1.26 -3.88 -8.58
C -0.98 -2.66 -6.23
H 0.59 -2.29 -4.46
H -0.26 -3.68 -4.25
H 1.88 -4.40 -5.15
H 1.98 -3.26 -6.15
H 0.31 -5.82 -6.31
H 1.04 -4.88 -7.68
H -1.87 -2.61 -5.77
H -0.75 -1.88 -6.95
C 1.67 -1.24 5.05
C 0.82 -0.16 4.49
C -0.25 0.35 5.26
S 0.47 0.12 6.92
O -0.49 -0.75 7.51
O 0.87 1.43 7.43
C 1.89 -0.90 6.49
H 2.48 -1.36 4.42
H 1.09 -2.15 4.86
H 0.64 -0.34 3.40
H 1.52 0.82 4.37
H -1.24 -0.50 5.29
H -0.68 1.33 5.14
H 1.82 -1.60 7.01
H 2.68 -0.17 6.53
C -1.87 -7.33 -2.34
C -0.65 -6.77 -3.18
C 0.04 -5.83 -2.29
S -1.26 -4.93 -1.49
O -1.52 -3.72 -2.26
O -0.92 -4.81 -0.10
C -2.51 -6.18 -1.66
H -1.27 -8.03 -1.63
H -2.42 -7.58 -3.17
H -1.03 -6.19 -4.06
H 0.03 -7.51 -3.86
H 0.76 -5.25 -2.89
H 0.60 -6.40 -1.60
H -3.28 -5.75 -2.13
H -3.24 -6.63 -0.90
C 2.42 5.85 1.92
C 2.17 5.51 3.45
C 0.96 4.90 3.57
S 0.74 3.90 2.18
O -0.57 4.12 1.66
O 1.12 2.63 2.62
C 2.03 4.52 1.24
H 3.36 6.32 1.47
H 1.75 6.49 1.41
H 2.28 6.49 4.08
H 2.90 5.03 3.99
H 0.14 5.53 3.53
H 1.22 4.23 4.37
H 1.85 4.54 0.29
H 2.82 3.80 1.26
```

Computed properties:
* lowest unoccupied orbital energy: 0.1 eV
* HOMO level: -0.3352 Ha

Record 3
Formula: C5H26N2O8
Source: the OMol25 dataset
Level of theory: wB97M-V/def2-TZVPD

XYZ file:
```
41
Properties=species:S:1:pos:R:3
C 2.11 1.65 2.66
N 1.27 1.25 1.55
C 1.47 0.09 0.89
O 2.49 -0.61 1.09
C 0.37 -0.21 -0.14
C 0.15 -1.70 -0.31
C -1.13 -2.18 -1.10
N -2.39 -2.14 -0.33
H 1.89 2.72 2.84
H 3.15 1.73 2.30
H 2.02 1.04 3.55
H 0.34 1.64 1.64
H -0.46 0.51 0.06
H 0.62 0.36 -1.07
H 1.13 -2.23 -0.52
H -0.04 -1.97 0.84
H -0.95 -3.22 -1.36
H -1.19 -1.73 -2.10
H -2.76 -1.20 -0.17
H -2.16 -2.54 0.58
O 1.62 1.56 -3.15
H 2.15 2.22 -2.71
H 2.19 0.78 -3.10
O 3.01 -1.72 -2.28
H 2.40 -2.34 -1.82
H 3.02 -1.16 -1.50
O -2.09 1.20 -2.47
H -2.29 1.88 -3.15
H -1.67 0.41 -2.82
O -3.10 0.83 0.14
H -2.32 1.28 -0.18
H -3.87 1.25 -0.31
O -0.85 2.79 -0.40
H -0.96 3.62 -0.90
H -0.86 2.20 -1.18
O -1.81 0.12 2.53
H -2.40 0.16 1.76
H -2.20 0.44 3.33
O 1.47 -2.71 2.53
H 1.93 -1.87 2.23
H 0.66 -2.19 2.55
```

Computed properties:
* SMILES: CNC(=O)CCCN.O.O.O.O.O.O.O
* lowest unoccupied orbital energy: -0.1 eV
* HOMO level: -0.3377 Ha

Record 4
Formula: C35H36BrN7O6PS2W
Source: the OMol25 dataset
Level of theory: wB97M-V/def2-TZVPD

XYZ file:
```
89
Properties=species:S:1:pos:R:3
W -0.87 0.45 0.48
C 3.54 2.80 4.04
C 2.67 1.71 4.65
N 2.33 0.65 3.71
C 1.36 0.77 2.80
S 0.99 -0.61 1.79
N 0.70 1.90 2.67
N -0.29 1.73 1.78
C -0.97 2.67 1.05
C -0.30 3.95 0.65
C -2.43 2.63 1.32
C -3.31 3.64 1.65
C -4.64 3.27 1.86
C -5.02 1.94 1.73
C -4.07 1.00 1.38
N -2.81 1.37 1.18
H 3.77 3.56 4.79
H 3.01 3.29 3.22
H 4.48 2.39 3.67
H 1.73 2.14 5.02
H 3.17 1.24 5.50
H 2.84 -0.22 3.74
H 0.61 3.78 0.09
H -0.04 4.51 1.55
H -0.97 4.57 0.05
H -2.98 4.66 1.74
H -5.37 4.02 2.14
H -6.05 1.64 1.89
H -4.30 -0.05 1.25
Br 5.16 -8.33 -1.33
C 3.35 -7.86 -1.06
C 2.42 -8.15 -2.05
C 1.10 -7.80 -1.86
C 0.70 -7.15 -0.68
C 1.65 -6.88 0.31
C 2.97 -7.23 0.12
N -0.62 -6.79 -0.58
N -1.04 -6.24 0.51
C -1.25 -4.93 0.67
C -1.75 -4.53 1.93
C -1.97 -3.20 2.26
C -1.66 -2.21 1.34
O -1.90 -0.92 1.53
C -1.14 -2.56 0.07
N -0.87 -1.50 -0.74
C -0.55 -1.75 -2.01
C -0.44 -3.05 -2.50
C -0.62 -4.12 -1.66
C -0.98 -3.91 -0.32
H 2.73 -8.65 -2.96
H 0.35 -8.03 -2.61
H 1.35 -6.41 1.24
H 3.71 -7.03 0.88
H -1.97 -5.31 2.64
H -2.37 -2.92 3.22
H -0.37 -0.89 -2.64
H -0.19 -3.19 -3.54
H -0.52 -5.13 -2.04
O -3.44 7.54 -2.86
C -2.23 6.97 -2.66
O -1.24 7.64 -2.64
C -2.21 5.49 -2.43
C -3.28 4.80 -1.87
C -3.18 3.43 -1.63
C -2.01 2.75 -1.95
S -1.93 1.00 -1.67
C -0.96 3.44 -2.55
C -1.05 4.80 -2.77
H -4.12 6.87 -2.99
H -4.19 5.31 -1.58
H -4.01 2.89 -1.19
H -0.06 2.90 -2.83
H -0.23 5.35 -3.21
C 2.51 -1.68 -1.06
O 2.59 -0.28 -0.77
P 1.38 0.75 -0.83
O 1.20 1.00 -2.40
C 2.32 1.38 -3.22
O 2.10 2.04 -0.28
C 3.43 2.11 0.28
H 3.50 -2.09 -0.87
H 2.24 -1.84 -2.10
H 1.79 -2.18 -0.41
H 1.93 1.50 -4.23
H 3.08 0.60 -3.21
H 2.74 2.32 -2.87
H 3.55 1.36 1.05
H 3.52 3.11 0.70
H 4.17 1.96 -0.51
```

Computed properties:
* charge: +1
* spin multiplicity: 3
* lowest unoccupied orbital energy (alpha / beta): -3.2 / -3.8 eV
* HOMO level (alpha / beta): -0.3470 / -0.3804 Ha

Record 5
Formula: C22H32N4O3
Source: the OMol25 dataset
Level of theory: wB97M-V/def2-TZVPD

XYZ file:
```
61
Properties=species:S:1:pos:R:3
C 1.00 3.73 -2.68
C 2.36 3.18 -2.27
C 3.19 2.77 -3.50
C 4.53 2.13 -3.13
C 4.47 0.61 -3.02
N 3.55 0.16 -1.98
C 2.31 -0.30 -2.39
O 1.97 -0.38 -3.55
N 1.46 -0.67 -1.38
C 1.76 -0.63 -0.04
C 0.84 -1.03 0.93
C 1.17 -0.98 2.27
C 0.23 -1.40 3.35
O 0.62 -1.85 4.41
N -1.07 -1.20 3.07
C -2.15 -1.59 3.95
C -2.96 -2.78 3.41
C -3.02 -2.85 1.88
N -3.16 -1.55 1.24
C -4.44 -0.91 1.50
C -4.41 0.53 0.98
C -4.13 0.54 -0.51
C -2.84 -0.23 -0.79
C -2.94 -1.63 -0.20
C 2.45 -0.55 2.65
C 3.36 -0.15 1.70
C 3.03 -0.19 0.35
C 4.00 0.24 -0.67
O 5.11 0.63 -0.42
H 0.43 4.02 -1.81
H 0.44 2.98 -3.23
H 1.12 4.60 -3.33
H 2.21 2.32 -1.61
H 2.91 3.93 -1.71
H 3.36 3.67 -4.10
H 2.61 2.07 -4.11
H 4.90 2.54 -2.19
H 5.27 2.36 -3.91
H 5.46 0.22 -2.77
H 4.13 0.17 -3.96
H 0.55 -1.01 -1.67
H -0.13 -1.39 0.60
H -1.39 -0.88 2.17
H -1.71 -1.84 4.92
H -2.81 -0.72 4.08
H -2.50 -3.71 3.75
H -3.96 -2.74 3.83
H -3.84 -3.54 1.59
H -2.08 -3.29 1.52
H -4.62 -0.91 2.57
H -5.26 -1.46 1.01
H -5.36 1.01 1.20
H -3.62 1.07 1.51
H -4.04 1.57 -0.87
H -4.95 0.07 -1.05
H -2.65 -0.29 -1.86
H -2.00 0.30 -0.32
H -2.02 -2.19 -0.39
H -3.77 -2.18 -0.70
H 2.69 -0.54 3.70
H 4.35 0.19 1.97
```

Computed properties:
* SMILES: CCCCCn1c(=O)[nH]c2cc(C(=O)NCCCN3CCCCC3)ccc2c1=O
* lowest unoccupied orbital energy: 0.0 eV
* HOMO level: -0.3293 Ha

Record 6
Formula: C24H64O8
Source: the OMol25 dataset
Level of theory: wB97M-V/def2-TZVPD

XYZ file:
```
96
Properties=species:S:1:pos:R:3
C -14.20 -2.36 14.51
C -14.76 -1.57 15.66
C -13.70 -0.91 16.52
O -15.42 -0.47 15.00
H -15.01 -2.84 13.97
H -13.63 -3.23 14.83
H -13.57 -1.75 13.85
H -15.44 -2.23 16.20
H -13.26 -0.09 15.94
H -12.87 -1.51 16.88
H -14.11 -0.59 17.48
H -15.74 0.13 15.69
C -14.96 -6.79 11.25
C -15.66 -5.59 10.58
C -14.64 -4.40 10.65
O -16.16 -5.84 9.34
H -13.97 -7.02 10.86
H -15.55 -7.70 11.11
H -14.81 -6.72 12.33
H -16.43 -5.28 11.30
H -14.34 -4.09 11.65
H -15.02 -3.56 10.06
H -13.78 -4.60 10.01
H -15.79 -6.68 9.04
C -9.38 -4.35 16.17
C -8.97 -3.38 15.06
C -9.99 -2.25 14.72
O -7.73 -2.71 15.37
H -8.60 -4.98 16.59
H -10.16 -5.00 15.78
H -9.80 -3.74 16.97
H -8.76 -3.93 14.15
H -10.28 -1.71 15.62
H -10.92 -2.56 14.25
H -9.45 -1.54 14.09
H -7.91 -2.06 16.06
C -15.55 2.31 13.22
C -15.44 2.95 11.87
C -16.58 3.91 11.61
O -14.30 3.62 11.74
H -15.50 3.03 14.03
H -14.89 1.45 13.27
H -16.59 1.96 13.21
H -15.62 2.18 11.11
H -16.59 4.33 10.61
H -16.62 4.71 12.35
H -17.43 3.27 11.82
H -14.02 3.64 10.82
C -18.39 -0.54 11.58
C -17.77 -1.20 12.81
C -18.17 -2.65 13.09
O -16.34 -1.13 12.56
H -18.15 0.52 11.51
H -19.48 -0.62 11.52
H -18.21 -1.02 10.62
H -17.99 -0.60 13.69
H -19.04 -2.66 13.75
H -17.38 -3.17 13.64
H -18.49 -3.28 12.26
H -15.86 -0.93 13.36
C -14.91 2.43 21.17
C -14.57 1.00 20.56
C -13.61 0.18 21.44
O -15.76 0.22 20.56
H -14.01 3.02 21.37
H -15.38 2.41 22.15
H -15.55 3.00 20.50
H -14.21 1.02 19.53
H -12.71 0.78 21.33
H -13.41 -0.79 20.97
H -13.88 -0.05 22.47
H -16.19 0.12 21.41
C -18.38 0.89 16.25
C -17.57 1.34 17.42
C -18.25 1.41 18.73
O -16.45 0.47 17.60
H -17.87 0.90 15.29
H -19.23 1.57 16.19
H -18.77 -0.13 16.33
H -17.12 2.30 17.17
H -17.67 1.90 19.51
H -18.43 0.37 19.03
H -19.26 1.80 18.66
H -16.24 0.38 18.53
C -9.77 0.71 17.52
C -8.26 0.30 17.17
C -7.12 1.02 17.88
O -8.14 -1.10 17.47
H -10.47 0.48 16.72
H -9.71 1.75 17.84
H -9.94 0.30 18.51
H -8.15 0.30 16.09
H -6.89 1.89 17.27
H -6.17 0.49 17.84
H -7.26 1.14 18.96
H -8.25 -1.15 18.42
```

Computed properties:
* charge: +1
* spin multiplicity: 2
* lowest unoccupied orbital energy (alpha / beta): -2.1 / -8.6 eV
* HOMO level (alpha / beta): -0.4098 / -0.4098 Ha

Relative energy (zero: lowest compared OMol25 entry of this formula, charge and spin)
In order: 7.85 157.93 54.69 42.57 1.64 21.00
Unit: kcal/mol